The following is a DFT calculation (wB97M-V/def2-TZVPD) of 14 unconnected molecules or ions with the total composition C56H88N8O12S6 in a non-equilibrium geometry.

ORCA input file:
```
! wB97M-V def2-TZVPD RIJCOSX def2/J DEFGRID3
* xyz 0 1
C -21.991 8.994 -14.647
C -22.793 10.273 -14.351
C -24.004 10.187 -15.306
S -24.517 8.387 -15.227
O -24.613 7.858 -16.587
O -25.606 8.272 -14.295
C -22.985 7.899 -14.378
H -21.098 8.904 -14.026
H -21.585 9.078 -15.659
H -22.265 11.193 -14.599
H -23.128 10.336 -13.314
H -23.612 10.416 -16.297
H -24.854 10.823 -15.077
H -22.613 6.915 -14.676
H -23.192 7.833 -13.311
C -15.813 14.389 -21.189
C -14.625 13.421 -21.401
C -14.862 12.112 -20.594
S -16.331 12.383 -19.582
O -16.026 12.007 -18.210
O -17.446 11.754 -20.259
C -16.320 14.198 -19.761
H -16.657 14.139 -21.841
H -15.654 15.441 -21.418
H -13.784 13.888 -20.887
H -14.410 13.252 -22.451
H -14.033 11.987 -19.899
H -14.860 11.195 -21.179
H -15.532 14.551 -19.091
H -17.293 14.516 -19.390
C -20.505 16.877 -12.056
C -19.234 16.038 -11.909
C -18.586 15.895 -13.290
S -19.931 16.080 -14.448
O -19.955 14.876 -15.272
O -19.769 17.357 -15.084
C -21.292 16.237 -13.229
H -20.211 17.893 -12.327
H -21.072 16.909 -11.127
H -19.527 15.031 -11.608
H -18.544 16.481 -11.194
H -18.106 14.917 -13.330
H -17.783 16.586 -13.545
H -21.631 15.231 -12.981
H -22.088 16.801 -13.704
C -20.618 8.871 -24.617
C -19.265 8.126 -24.406
C -18.925 8.073 -22.919
S -20.305 8.818 -22.054
O -19.751 9.658 -20.994
O -21.328 7.848 -21.719
C -20.836 9.799 -23.436
H -21.386 8.106 -24.728
H -20.588 9.432 -25.550
H -18.445 8.669 -24.877
H -19.383 7.146 -24.860
H -18.088 8.724 -22.683
H -18.808 7.053 -22.559
H -20.206 10.685 -23.533
H -21.865 10.134 -23.323
C -21.959 4.763 -18.579
C -22.349 6.254 -18.509
C -21.105 6.997 -18.001
S -19.675 6.063 -18.631
O -18.945 5.587 -17.475
O -18.956 6.831 -19.646
C -20.628 4.683 -19.351
H -22.628 4.140 -19.175
H -21.786 4.253 -17.632
H -23.198 6.432 -17.851
H -22.632 6.584 -19.509
H -21.078 7.023 -16.913
H -20.992 8.032 -18.330
H -20.076 3.758 -19.212
H -20.662 5.011 -20.391
C -18.186 8.148 -15.791
C -19.102 8.026 -14.545
C -19.185 9.366 -13.810
S -17.435 9.893 -13.833
O -16.785 9.184 -12.757
O -17.274 11.331 -13.992
C -17.095 9.162 -15.436
H -18.831 8.570 -16.564
H -17.746 7.212 -16.123
H -18.654 7.303 -13.861
H -20.047 7.652 -14.938
H -19.553 9.349 -12.786
H -19.779 10.123 -14.329
H -16.031 8.926 -15.452
H -17.163 9.968 -16.168
N -16.403 7.595 -18.864
C -16.057 8.914 -18.786
C -14.939 9.061 -18.003
C -14.525 7.744 -17.649
C -15.477 6.886 -18.168
H -17.246 7.232 -19.312
H -16.633 9.660 -19.309
H -14.322 9.932 -17.859
H -13.667 7.548 -17.027
H -15.539 5.817 -18.033
N -19.072 12.277 -11.272
C -19.813 12.560 -12.396
C -21.139 12.458 -12.070
C -21.234 12.084 -10.687
C -19.951 11.955 -10.266
H -18.074 12.177 -11.245
H -19.314 12.718 -13.340
H -21.982 12.686 -12.700
H -22.095 11.945 -10.058
H -19.500 11.734 -9.310
N -17.283 15.257 -16.736
C -16.852 16.563 -16.754
C -15.503 16.581 -16.498
C -15.073 15.246 -16.390
C -16.210 14.467 -16.407
H -18.224 14.965 -16.935
H -17.560 17.365 -16.892
H -14.835 17.426 -16.447
H -14.059 14.974 -16.147
H -16.296 13.393 -16.358
N -25.256 15.599 -13.683
C -25.318 14.398 -13.038
C -24.414 13.566 -13.633
C -23.773 14.303 -14.690
C -24.294 15.571 -14.639
H -25.840 16.378 -13.440
H -25.951 14.165 -12.199
H -24.147 12.556 -13.369
H -22.987 13.927 -15.322
H -24.150 16.453 -15.245
N -19.173 13.329 -21.870
C -18.706 13.858 -23.073
C -19.781 14.384 -23.755
C -20.913 14.200 -22.920
C -20.525 13.548 -21.803
H -18.706 12.636 -21.288
H -17.707 13.648 -23.418
H -19.683 14.748 -24.765
H -21.900 14.553 -23.179
H -21.109 13.109 -21.014
N -20.762 15.641 -17.877
C -20.536 14.935 -19.023
C -20.927 15.762 -20.075
C -21.320 17.005 -19.514
C -21.106 16.922 -18.144
H -20.585 15.299 -16.923
H -20.166 13.925 -19.078
H -20.882 15.448 -21.106
H -21.645 17.849 -20.100
H -21.218 17.639 -17.351
N -23.465 9.609 -20.658
C -23.828 10.829 -21.113
C -24.453 11.496 -20.061
C -24.585 10.573 -19.016
C -23.917 9.427 -19.380
H -23.005 8.866 -21.162
H -23.698 11.157 -22.127
H -24.859 12.494 -20.098
H -25.017 10.706 -18.038
H -23.777 8.513 -18.828
N -20.189 11.048 -18.458
C -19.146 11.088 -17.568
C -19.492 11.956 -16.573
C -20.830 12.361 -16.816
C -21.235 11.797 -18.006
H -20.237 10.492 -19.302
H -18.218 10.567 -17.736
H -18.849 12.266 -15.762
H -21.469 12.985 -16.215
H -22.196 11.839 -18.493
*
```

Calculated values
DFT total energy = -160998.1288 eV
frontier orbital gap = 7.386 eV
ΔE to the lowest compared entry with this formula, charge and spin = 1.269 eV
max |F| = 0.039 Eh/bohr



The following is a DFT calculation (wB97M-V/def2-TZVPD) of 7 unconnected molecules or ions with the total composition C57H127N6O in a non-equilibrium geometry.

ORCA input file:
```
! wB97M-V def2-TZVPD RIJCOSX def2/J DEFGRID3
* xyz 5 1
C -1.104 -0.346 0.520
C 0.312 0.271 0.536
C 1.264 -0.857 -0.031
O 0.542 1.481 -0.025
H -1.769 0.077 1.280
H -1.191 -1.436 0.507
H -1.695 -0.106 -0.380
H 0.596 0.260 1.609
H 2.290 -0.531 0.151
H 0.979 -0.946 -1.082
H 1.165 -1.828 0.462
C 6.723 1.178 -1.339
C 5.232 1.429 -1.634
C 4.740 2.886 -1.512
C 3.392 3.114 -2.201
N 2.849 4.505 -1.895
C 2.361 4.606 -0.449
C 1.442 5.801 -0.468
C 0.793 5.746 -1.867
C 1.492 4.595 -2.601
C 3.822 5.565 -2.340
H 7.319 1.746 -2.053
H 6.974 0.147 -1.600
H 6.978 1.283 -0.286
H 4.621 0.750 -1.031
H 5.077 1.045 -2.647
H 5.553 3.533 -1.851
H 4.706 3.180 -0.458
H 2.644 2.391 -1.874
H 3.562 3.030 -3.274
H 3.230 4.640 0.204
H 1.805 3.673 -0.332
H 1.862 6.796 -0.329
H 0.627 5.713 0.249
H 0.815 6.711 -2.372
H -0.274 5.536 -1.777
H 1.789 4.830 -3.623
H 0.897 3.693 -2.510
H 3.250 6.461 -2.562
H 4.369 5.240 -3.222
H 4.527 5.697 -1.523
C 5.173 -2.239 -0.592
C 4.113 -3.343 -0.570
C 3.773 -3.682 0.852
C 2.759 -4.855 0.903
N 2.199 -5.064 2.323
C 1.419 -6.417 2.310
C 1.485 -6.913 3.727
C 2.787 -6.334 4.324
C 3.341 -5.347 3.289
C 1.231 -3.963 2.647
H 5.206 -1.842 -1.609
H 6.180 -2.635 -0.457
H 5.046 -1.412 0.110
H 4.628 -4.189 -1.034
H 3.266 -3.094 -1.211
H 3.347 -2.787 1.314
H 4.599 -4.057 1.456
H 3.241 -5.800 0.660
H 1.966 -4.671 0.177
H 0.431 -6.347 1.860
H 2.002 -7.032 1.625
H 0.565 -6.742 4.282
H 1.659 -7.989 3.782
H 2.522 -5.878 5.278
H 3.571 -7.043 4.579
H 3.542 -4.385 3.762
H 4.259 -5.709 2.836
H 0.535 -4.356 3.386
H 0.679 -3.770 1.732
H 1.812 -3.121 3.012
C -7.309 -1.722 3.973
C -6.997 -1.291 2.549
C -7.061 -2.444 1.561
C -5.726 -3.243 1.375
N -5.789 -4.385 0.383
C -4.449 -4.882 0.015
C -4.629 -6.306 -0.520
C -5.963 -6.796 0.087
C -6.558 -5.625 0.858
C -6.472 -3.833 -0.870
H -8.308 -2.158 4.012
H -7.393 -0.823 4.586
H -6.529 -2.365 4.375
H -5.945 -0.969 2.511
H -7.614 -0.472 2.186
H -7.270 -2.006 0.586
H -7.794 -3.175 1.909
H -5.344 -3.665 2.305
H -4.995 -2.493 1.064
H -3.957 -4.156 -0.631
H -3.825 -4.993 0.905
H -4.685 -6.274 -1.608
H -3.782 -6.931 -0.248
H -6.570 -7.115 -0.760
H -5.783 -7.692 0.675
H -7.621 -5.392 0.883
H -6.416 -5.823 1.925
H -6.100 -2.819 -0.973
H -7.552 -3.880 -0.780
H -6.198 -4.465 -1.712
C -2.595 7.119 -4.129
C -2.350 5.733 -3.432
C -2.682 5.684 -1.953
C -2.695 4.224 -1.508
N -3.137 4.021 -0.064
C -2.420 4.822 1.024
C -2.094 3.830 2.127
C -3.060 2.630 1.975
C -3.036 2.565 0.436
C -4.576 4.474 0.027
H -2.606 7.034 -5.214
H -1.855 7.836 -3.783
H -3.603 7.496 -3.945
H -1.340 5.367 -3.650
H -2.946 4.998 -3.986
H -3.591 6.282 -1.887
H -1.898 6.300 -1.503
H -1.694 3.789 -1.469
H -3.354 3.633 -2.140
H -2.999 5.644 1.432
H -1.526 5.191 0.523
H -2.029 4.259 3.132
H -1.053 3.492 2.136
H -4.045 2.588 2.432
H -2.569 1.708 2.288
H -3.832 1.956 0.006
H -2.102 2.106 0.109
H -5.242 3.746 -0.436
H -4.739 5.455 -0.407
H -4.921 4.564 1.057
C -4.975 -3.051 -4.172
C -4.336 -1.960 -3.289
C -3.330 -1.127 -4.139
C -1.865 -1.671 -4.180
N -0.870 -0.703 -4.743
C 0.548 -1.188 -4.446
C 1.443 0.081 -4.307
C 0.488 1.254 -4.402
C -0.808 0.622 -3.980
C -1.023 -0.519 -6.238
H -5.456 -2.572 -5.021
H -5.767 -3.479 -3.555
H -4.270 -3.858 -4.359
H -3.840 -2.377 -2.407
H -5.127 -1.307 -2.917
H -3.257 -0.089 -3.814
H -3.723 -1.144 -5.156
H -1.873 -2.607 -4.738
H -1.527 -1.882 -3.165
H 0.824 -1.830 -5.281
H 0.691 -1.741 -3.521
H 2.087 0.218 -5.180
H 2.115 -0.058 -3.464
H 0.321 1.633 -5.408
H 0.678 2.091 -3.735
H -1.627 1.242 -4.365
H -1.097 0.506 -2.935
H -1.817 0.179 -6.488
H -1.209 -1.527 -6.604
H -0.112 -0.159 -6.710
C 8.022 1.034 3.083
C 7.298 0.899 4.424
C 5.831 0.471 4.217
C 4.931 1.482 3.466
N 3.433 1.135 3.652
C 2.867 1.196 5.088
C 1.615 2.042 5.063
C 1.315 2.214 3.562
C 2.659 2.235 2.907
C 3.222 -0.165 2.911
H 9.081 0.910 3.321
H 7.980 1.985 2.541
H 7.837 0.335 2.262
H 7.385 1.833 4.973
H 7.757 0.053 4.931
H 5.361 0.481 5.209
H 5.682 -0.565 3.918
H 5.136 1.553 2.396
H 5.044 2.509 3.813
H 2.621 0.180 5.400
H 3.665 1.546 5.737
H 0.696 1.658 5.500
H 1.816 3.008 5.526
H 0.731 1.358 3.226
H 0.809 3.157 3.360
H 2.578 2.015 1.842
H 3.214 3.128 3.190
H 2.156 -0.390 2.927
H 3.689 -0.997 3.438
H 3.604 -0.175 1.894
*
```

Calculated values
DFT total energy = -72107.6838 eV
frontier orbital gap = 7.579 eV
ΔE to the lowest compared entry with this formula, charge and spin = 3.737 eV
max |F| = 0.061 Eh/bohr



Among the records above, which one has the lowest max |F|?
C56H88N8O12S6



Which value of frontier orbital gap does entry 1 give?
7.386 eV



Look up the max |F| of the second one.
0.061 Eh/bohr